{"formula": "C5H8O2", "method": "ωB97M-V/def2-TZVPD", "homo_energy_ev": -9.09, "smiles": "O=CCC1(O)CC1", "lumo_energy_ev": 0.84, "energy_ha": -345.72244, "orbital_gap_ev": 9.93, "max_force_ev_per_a": 1.23, "relative_energy_ev": 2.2454, "species": ["O", "C", "C", "C", "O", "C", "C", "H", "H", "H", "H", "H", "H", "H", "H"], "xyz": [[2.543339, 0.326874, -0.944726], [2.176252, 0.230873, 0.207410], [0.823508, -0.276810, 0.677646], [-0.302095, -0.238770, -0.349511], [0.107469, -0.783361, -1.572392], [-1.738159, -0.498734, -0.068036], [-1.412958, 0.941827, -0.021652], [2.884838, 0.487982, 1.023110], [0.539667, 0.321652, 1.543792], [1.027901, -1.294822, 1.048643], [1.032109, -0.523899, -1.748633], [-2.198057, -0.837683, 0.844625], [-2.213706, -0.799073, -1.000021], [-1.994275, 1.627351, -0.639258], [-1.275828, 1.316600, 0.999007]], "forces_ev_per_angstrom": [[-0.292, -0.055, 0.537], [-0.010, -0.012, -0.319], [-0.212, 0.085, 0.072], [-0.338, 0.645, 0.456], [-0.223, 0.600, -0.045], [-0.405, -0.241, 0.314], [1.019, 0.088, -0.690], [-0.131, -0.042, -0.081], [0.119, -0.105, 0.140], [-0.123, 0.050, -0.098], [-0.408, 0.249, 0.102], [0.276, -0.947, 0.109], [-0.114, -0.140, 0.310], [0.738, -0.149, -0.345], [0.103, -0.027, -0.463]], "lowdin_charge": [0.048, -0.209, -0.084, -0.432, 0.013, -0.130, -0.060, 0.126, 0.114, 0.139, 0.075, 0.104, 0.119, 0.091, 0.087]}

---

{"formula": "C4H4N2O", "method": "ωB97M-V/def2-TZVPD", "homo_energy_ev": -9.27, "smiles": "[H]/N=C1\\CC=NC1=O", "lumo_energy_ev": -0.12, "energy_ha": -339.50664, "orbital_gap_ev": 9.15, "max_force_ev_per_a": 4.15, "relative_energy_ev": 2.0416, "species": ["H", "N", "C", "C", "C", "N", "C", "O", "H", "H", "H"], "xyz": [[-0.776876, 2.610277, -0.301761], [0.196810, 2.062748, -0.167962], [0.141480, 0.853943, 0.031438], [-0.925010, -0.177370, 0.102808], [-0.175719, -1.467806, -0.103021], [1.076125, -1.463608, -0.164917], [1.521013, -0.097530, 0.023240], [2.648035, 0.275393, 0.133252], [-1.654396, 0.121497, -0.780152], [-1.459964, -0.239552, 1.175849], [-0.591502, -2.477989, 0.051226]], "forces_ev_per_angstrom": [[2.497, -1.871, 0.590], [-2.126, 3.496, -0.715], [2.018, -3.177, 0.433], [-2.723, 0.694, 0.138], [-1.140, -1.148, 0.967], [1.756, 1.068, 0.141], [-0.714, 1.486, -0.347], [-0.767, -0.394, -0.046], [0.888, -1.153, 2.018], [0.888, 0.356, -2.547], [-0.579, 0.641, -0.632]], "lowdin_charge": [0.130, 0.148, -0.345, -0.131, -0.162, 0.126, -0.346, 0.127, 0.158, 0.170, 0.125]}

---

{"formula": "C23H25AuN6O2S2", "method": "ωB97M-V/def2-TZVPD", "spin_multiplicity": 3, "homo_energy_ev": [-5.42, -6.47], "lumo_energy_ev": [-0.79, -1.20], "energy_ha": -2302.42948, "orbital_gap_ev": [4.63, 5.28], "max_force_ev_per_a": 0.51, "s2": 2.05, "relative_energy_ev": 1.1037, "species": ["Au", "O", "C", "O", "C", "C", "C", "C", "C", "C", "S", "H", "H", "H", "H", "N", "C", "S", "C", "C", "C", "N", "C", "C", "C", "C", "C", "N", "C", "C", "H", "H", "H", "H", "H", "H", "H", "H", "C", "N", "C", "C", "N", "N", "C", "C", "H", "H", "H", "H", "H", "H", "H", "H", "H", "H", "H", "H", "H"], "xyz": [[0.305816, 0.474987, -1.752361], [1.580423, -3.527132, -4.791049], [1.754821, -2.399082, -4.405000], [0.704948, -1.750485, -3.616196], [2.762192, -1.425421, -4.507962], [3.937327, -1.557770, -5.270302], [4.930773, -0.637660, -5.498398], [5.023380, 0.658886, -4.977712], [4.145959, 1.310551, -4.087559], [2.980157, 0.925117, -3.496413], [2.225235, 1.959411, -2.287467], [4.016513, -2.529585, -5.742882], [5.734044, -0.949135, -6.155011], [5.884322, 1.240955, -5.279629], [4.454685, 2.306098, -3.785614], [2.307150, -0.298869, -3.778128], [1.111897, -0.535199, -3.286330], [-2.300487, 3.545928, 3.581034], [-1.670604, 2.743516, 2.120876], [-0.785123, 3.415970, 1.291891], [-0.281934, 2.763311, 0.179200], [-0.633330, 1.513499, -0.128105], [-1.489879, 0.860376, 0.667652], [-2.021893, 1.436908, 1.802552], [-4.042188, 3.396074, 3.235785], [-4.662747, 4.241865, 2.328385], [-6.020585, 4.079527, 2.098853], [-6.769323, 3.163641, 2.708791], [-6.165352, 2.369643, 3.586836], [-4.811400, 2.442448, 3.885601], [-0.486646, 4.432979, 1.502216], [0.414748, 3.245458, -0.494107], [-1.723650, -0.156950, 0.384758], [-2.701376, 0.872263, 2.425689], [-4.103232, 5.008608, 1.809829], [-6.530546, 4.722160, 1.390676], [-6.789910, 1.633133, 4.079279], [-4.370365, 1.776031, 4.614509], [2.120564, -0.328741, 1.172212], [1.228666, -1.364069, 1.655651], [0.904973, -1.311368, 3.064855], [0.535558, -2.133462, 0.759811], [0.426187, -1.750306, -0.467746], [-0.025837, -3.292953, 1.283223], [-0.994030, -3.985945, 0.453875], [0.848771, -4.210156, 2.006655], [2.937783, -0.208460, 1.885269], [1.615439, 0.636704, 1.063608], [2.526052, -0.603003, 0.202471], [0.669708, -0.280795, 3.349932], [1.740549, -1.646754, 3.686228], [0.038980, -1.933061, 3.275522], [0.055566, -2.479666, -1.065869], [-1.709887, -3.281316, 0.034210], [-1.537384, -4.697732, 1.074752], [-0.524583, -4.541839, -0.367684], [1.683428, -3.676104, 2.449117], [1.252274, -4.970904, 1.329358], [0.293401, -4.712126, 2.800363]], "forces_ev_per_angstrom": [[0.259, 0.106, -0.172], [0.049, 0.030, -0.017], [-0.123, -0.091, -0.022], [0.092, 0.062, -0.015], [0.073, 0.094, -0.060], [-0.096, -0.069, 0.012], [0.047, 0.070, 0.004], [-0.078, -0.062, -0.006], [0.110, 0.139, 0.023], [-0.132, -0.192, -0.041], [-0.012, -0.020, -0.010], [0.006, 0.000, -0.003], [-0.003, -0.014, 0.001], [0.003, 0.015, 0.005], [0.021, -0.019, 0.003], [0.050, 0.361, 0.021], [-0.154, -0.385, 0.293], [0.076, 0.028, -0.095], [-0.045, 0.077, 0.076], [0.104, -0.039, -0.028], [-0.085, 0.047, 0.072], [0.048, -0.162, -0.130], [0.022, 0.102, 0.105], [-0.039, -0.041, -0.071], [-0.119, -0.110, 0.051], [0.053, 0.005, -0.032], [-0.021, 0.001, -0.011], [0.035, -0.002, 0.011], [-0.021, 0.005, -0.004], [0.035, 0.022, 0.049], [-0.014, 0.008, 0.002], [0.003, 0.001, -0.002], [0.013, -0.009, -0.014], [-0.010, 0.011, 0.002], [0.001, 0.001, 0.000], [-0.009, 0.001, -0.003], [-0.011, 0.001, -0.001], [0.005, -0.006, -0.007], [-0.002, 0.029, 0.021], [0.055, -0.096, -0.088], [-0.053, 0.041, 0.027], [0.040, 0.120, 0.031], [-0.256, -0.035, 0.086], [-0.007, -0.023, -0.033], [-0.009, -0.020, -0.015], [-0.009, 0.005, 0.027], [0.006, -0.008, -0.006], [0.016, -0.001, 0.022], [-0.004, -0.013, -0.008], [-0.011, -0.002, 0.003], [0.005, 0.006, -0.008], [0.007, -0.009, 0.003], [0.073, 0.023, -0.068], [0.002, 0.011, 0.013], [0.010, -0.005, 0.006], [-0.002, 0.004, -0.003], [0.002, 0.016, 0.004], [0.006, -0.001, 0.004], [-0.005, -0.008, -0.007]], "mulliken_spin": [0.344, 0.070, 0.033, 0.005, 0.052, 0.287, -0.102, 0.399, -0.164, 0.302, 0.525, 0.030, -0.010, 0.034, -0.006, 0.009, 0.160, 0.000, 0.001, -0.003, -0.004, 0.017, -0.013, 0.010, 0.000, 0.000, 0.000, 0.000, 0.000, 0.000, 0.000, 0.001, -0.007, 0.001, 0.000, 0.000, 0.000, 0.000, 0.000, 0.000, 0.000, 0.003, 0.040, 0.004, 0.001, -0.001, -0.002, 0.000, 0.002, 0.000, 0.000, 0.000, -0.015, 0.000, 0.000, -0.001, 0.000, 0.000, 0.000]}

---

{"formula": "C4H25N3O6", "method": "ωB97M-V/def2-TZVPD", "homo_energy_ev": -8.67, "smiles": "CNCCNCN.O.O.O.O.O.O", "lumo_energy_ev": 0.21, "energy_ha": -783.04493, "orbital_gap_ev": 8.88, "max_force_ev_per_a": 3.62, "relative_energy_ev": 1.2155, "species": ["C", "N", "C", "C", "N", "C", "N", "H", "H", "H", "H", "H", "H", "H", "H", "H", "H", "H", "H", "H", "O", "H", "H", "O", "H", "H", "O", "H", "H", "O", "H", "H", "O", "H", "H", "O", "H", "H"], "xyz": [[-0.210247, -2.269856, -2.653394], [-0.348611, -1.319800, -1.558141], [-1.700594, -1.240918, -0.975587], [-1.698920, -0.075389, 0.083345], [-1.202182, -0.555193, 1.373716], [-2.097884, -0.501168, 2.477743], [-2.382093, 0.839731, 3.079552], [-0.029697, -3.361683, -2.460945], [-1.080365, -2.428610, -3.288072], [0.646588, -1.940888, -3.268994], [0.313005, -1.445006, -0.792991], [-2.136022, -2.036477, -0.405666], [-2.396000, -0.869105, -1.765480], [-1.281204, 0.877052, -0.222896], [-2.804419, 0.098579, 0.164929], [-0.299977, -0.122970, 1.551989], [-3.095470, -0.927172, 2.210393], [-1.547209, -1.025567, 3.285394], [-2.836396, 1.495398, 2.451836], [-3.127370, 0.659063, 3.756441], [0.366252, 1.995108, -2.671311], [-0.573101, 1.807488, -2.603036], [0.805578, 1.285289, -2.178286], [1.379104, 2.110578, 0.267993], [1.184473, 1.646910, 1.094843], [0.611038, 2.715863, 0.140133], [-0.821676, 3.333113, -0.475514], [-1.047813, 3.904277, 0.272382], [-0.805081, 3.911937, -1.246043], [3.221060, -2.672030, -0.941747], [2.878840, -1.746909, -0.870109], [2.400346, -3.170982, -1.020312], [2.224944, -0.285831, -0.606585], [1.644476, 0.177750, 0.022700], [3.103982, 0.047756, -0.356439], [1.960508, -0.268407, 2.625472], [2.250469, -1.132466, 2.296809], [2.109727, -0.397499, 3.570512]], "forces_ev_per_angstrom": [[1.335, -1.137, -0.461], [-1.567, -0.808, 0.387], [0.861, 3.496, -0.342], [-2.226, -1.304, -0.156], [0.295, 0.675, -1.068], [-0.042, 0.459, 0.858], [-0.179, -0.030, 0.246], [0.270, 0.684, 0.825], [-0.360, 1.126, 0.024], [-0.481, -0.207, 0.020], [-0.006, -0.323, -0.573], [0.013, -1.208, -0.085], [0.399, -0.726, 0.281], [0.411, -0.083, -0.349], [0.705, 0.220, 0.336], [-0.233, -0.235, 0.598], [1.039, -0.455, 0.028], [-0.937, -0.138, -0.243], [0.177, -0.204, -0.517], [0.391, 0.140, 0.160], [0.156, 0.086, -0.156], [0.035, -0.283, 0.038], [-0.180, 0.089, -0.014], [-0.311, 0.010, 0.708], [0.191, 0.390, 0.220], [0.508, -0.575, -0.394], [-0.558, 0.568, 0.481], [-0.179, -0.008, -0.208], [0.230, -0.107, -0.087], [-0.305, 0.302, 0.054], [0.181, -0.974, -0.059], [0.172, -0.177, -0.068], [0.446, 0.506, 0.518], [0.180, 0.046, -0.619], [-0.352, 0.134, -0.188], [0.214, -0.615, 0.155], [-0.113, 0.208, -0.406], [-0.181, 0.458, 0.055]], "lowdin_charge": [-0.147, -0.112, -0.215, -0.218, -0.071, -0.325, -0.017, 0.075, 0.067, 0.081, 0.077, 0.097, 0.118, 0.080, 0.114, 0.070, 0.120, 0.114, 0.043, 0.056, -0.061, 0.023, 0.014, -0.076, 0.018, 0.001, -0.053, 0.076, 0.072, -0.095, -0.033, 0.014, -0.072, 0.015, 0.091, -0.048, 0.053, 0.051]}

---

{"formula": "C6H6", "method": "ωB97M-V/def2-TZVPD", "homo_energy_ev": -8.83, "smiles": "C=C=C=C.C#C", "lumo_energy_ev": 0.39, "energy_ha": -231.99403, "orbital_gap_ev": 9.22, "max_force_ev_per_a": 5.06, "relative_energy_ev": 6.3211, "species": ["C", "C", "C", "C", "H", "H", "H", "H", "C", "C", "H", "H"], "xyz": [[0.179852, -2.618793, -1.142358], [0.283198, -1.333921, -0.972802], [0.296129, -0.099883, -0.793553], [0.414502, 1.185389, -0.898717], [-0.558737, -3.283552, -1.830667], [0.812654, -3.330569, -0.412553], [1.153793, 1.692349, -0.350012], [-0.267609, 1.844412, -1.478224], [-0.980179, 1.875395, 1.762992], [-0.323323, 0.957419, 2.200318], [-1.434347, 2.793137, 1.610241], [0.424067, 0.318618, 2.305335]], "forces_ev_per_angstrom": [[0.038, -4.218, 0.800], [-0.976, -1.713, -0.216], [0.269, 1.039, -1.047], [-0.946, 1.031, -0.599], [1.725, 2.277, 1.562], [-1.228, 1.662, -1.890], [0.796, 0.655, 0.758], [0.465, -0.826, 0.248], [1.332, -1.759, 1.547], [-3.079, 3.745, -1.446], [-0.893, 0.924, -0.443], [2.497, -2.817, 0.726]], "lowdin_charge": [-0.037, -0.167, -0.142, -0.007, 0.105, 0.093, 0.044, 0.087, 0.017, 0.019, 0.007, -0.018]}

---

{"formula": "C6H14N2O2", "method": "ωB97M-V/def2-TZVPD", "homo_energy_ev": -9.25, "smiles": "CNC(C)=O.CNC(C)=O", "lumo_energy_ev": 0.54, "energy_ha": -497.03061, "orbital_gap_ev": 9.79, "max_force_ev_per_a": 2.26, "relative_energy_ev": 0.7325, "species": ["C", "N", "C", "C", "O", "H", "H", "H", "H", "H", "H", "H", "C", "N", "C", "C", "O", "H", "H", "H", "H", "H", "H", "H"], "xyz": [[0.015589, 2.598873, 0.274237], [0.760604, 2.000018, 1.366897], [0.530173, 0.797604, 1.920106], [1.494652, 0.380623, 2.990770], [-0.336763, -0.000607, 1.574421], [0.684812, 2.947401, -0.520959], [-0.689636, 1.889827, -0.145596], [-0.531447, 3.460381, 0.663598], [1.354302, 2.620531, 1.885886], [2.559053, 0.563111, 2.833204], [1.415426, 0.986409, 3.899089], [1.340841, -0.647245, 3.316769], [-1.854961, -0.041187, -1.907185], [-0.886556, -0.928013, -1.263956], [-0.438032, -1.914703, -2.065580], [0.439079, -2.931404, -1.384625], [-0.782031, -2.014680, -3.230808], [-2.220471, 0.665927, -1.152747], [-1.536112, 0.520593, -2.766863], [-2.744675, -0.582199, -2.236985], [-0.641409, -0.665247, -0.317826], [0.301303, -3.925312, -1.808828], [1.483904, -2.683438, -1.596178], [0.282355, -3.097263, -0.326841]], "forces_ev_per_angstrom": [[-0.076, 0.315, 0.161], [-0.085, 0.313, -0.220], [0.203, -1.217, -0.012], [0.737, 0.398, 1.600], [-0.001, 0.605, -0.461], [-0.052, -0.172, 0.192], [0.046, -0.095, 0.112], [-0.134, -0.024, -0.210], [0.257, -0.037, -0.026], [-0.022, -0.277, -0.926], [-0.728, 0.113, 0.062], [-0.092, 0.085, -0.376], [-1.012, 0.209, 1.124], [-1.104, 1.445, -1.349], [0.053, -0.886, 0.957], [0.728, -0.794, -0.456], [0.134, 0.094, -0.019], [0.169, -0.066, -0.087], [0.720, 0.082, -0.319], [0.159, -0.249, 0.012], [0.357, -0.702, 0.059], [-0.200, 0.159, -0.430], [-0.031, 0.054, 0.272], [-0.029, 0.646, 0.340]], "lowdin_charge": [-0.047, 0.012, -0.537, -0.013, 0.024, 0.090, 0.054, 0.087, 0.135, 0.082, 0.082, 0.086, -0.092, 0.030, -0.575, -0.008, 0.039, 0.072, 0.076, 0.086, 0.085, 0.078, 0.083, 0.071]}